(1)
A 7-piece molecular cluster, C19H58O25P6 overall, computed with ωB97M-V with the def2-TZVPD basis set.

Positions of all 108 atoms, in Å:
P: 6.162979 -4.805996 2.132344
P: -4.731021 4.254284 -1.546216
P: -0.406621 0.508924 0.657204
P: -0.438411 -5.949886 3.809344
P: 2.017599 4.974764 1.722654
P: -0.780831 2.587624 -6.760526
O: -1.053641 1.034764 -6.622246
O: 2.974149 -2.501176 -2.747536
O: -6.039151 4.980794 -2.185796
O: 0.835269 2.727264 -6.569916
O: -1.325001 3.269124 -7.998756
O: 6.928639 -3.551126 1.501754
O: -3.722301 5.545274 -1.427876
O: 0.442399 4.710114 1.444194
O: -1.254561 -0.155616 -0.591856
O: 4.650209 -4.717636 1.432794
O: -1.965881 -6.614146 3.743504
O: 6.820279 -6.160366 1.545514
O: 0.419189 -6.262376 2.615264
O: -0.679831 -4.387216 4.155994
O: -1.249681 1.874824 0.942334
O: 2.374529 6.305574 2.181054
O: 0.043779 -6.608086 5.235234
O: -1.301431 3.292414 -5.463656
O: -0.691661 -0.590926 1.861924
O: 0.961269 0.623464 0.119164
O: 2.816789 4.423334 0.315874
O: -4.056441 3.095134 -2.238706
O: 6.256029 -4.772916 3.629064
O: 2.417489 3.927784 2.814834
O: -5.265181 4.035714 -0.010616
C: -0.526971 5.438214 2.242284
C: 1.886119 2.681274 2.967014
C: 6.665689 -3.203896 0.134234
C: 2.286419 3.360174 -0.373966
C: 3.490569 -4.076176 1.962094
C: 0.228159 -1.699896 1.926334
C: -2.633691 3.097854 -4.858636
C: -2.459621 5.475004 -0.858856
C: -6.747331 4.287924 -3.160006
C: -2.360801 0.458604 -6.842146
C: -1.398401 -3.950096 5.312094
C: 1.521529 3.840184 -5.974706
C: 3.151009 -1.534486 -1.638836
C: -5.423661 5.135414 0.973264
C: -2.683091 1.861584 0.969934
C: -0.098571 -7.990756 5.607774
C: 6.672699 -7.464306 1.930914
C: -2.789791 -6.344836 2.638234
C: -1.278771 0.419464 -1.864916
H: -2.323711 -6.873296 1.806614
H: 1.028639 4.551654 -5.312156
H: 2.665339 1.970504 2.691834
H: -5.472271 6.158014 0.599074
H: -0.767621 -4.058376 6.194424
H: 2.693179 -4.819286 1.969184
H: -2.826941 2.288524 1.962474
H: 2.510579 -0.656216 -1.720036
H: -2.078231 1.156814 -1.937476
H: -1.675521 -2.902816 5.191654
H: -0.324251 0.891824 -2.097006
H: 3.644379 -3.665246 2.959884
H: -2.438861 6.129774 0.012324
H: 0.365869 -8.182776 6.575004
H: -1.179021 -8.125706 5.657984
H: -2.803961 -5.278106 2.414644
H: 3.172059 -3.217166 1.371544
H: 6.661769 -4.154316 -0.399416
H: 1.038409 2.503954 2.305164
H: -1.716981 6.035134 -1.427046
H: -1.484701 5.661974 1.772404
H: -7.232131 5.042394 -3.779556
H: -0.685021 4.796084 3.108764
H: 1.931049 4.329374 -6.858496
H: -7.489581 3.573464 -2.804026
H: -1.494141 -0.274576 -2.677336
H: -3.832991 -6.596646 2.829094
H: -2.901641 2.041334 -4.850766
H: 1.492719 2.359564 3.931294
H: -2.168281 -4.713886 5.421704
H: -3.049651 1.214244 -7.219766
H: -6.300641 4.943934 1.591614
H: -2.484431 3.373444 -3.814666
H: 0.096469 -2.318676 2.813954
H: -3.276131 3.807814 -5.379526
H: 7.351959 -2.582826 -0.441446
H: 2.356819 3.593864 -5.319186
H: 7.613369 -8.004946 2.035624
H: -2.843871 2.350984 0.009344
H: 1.604759 2.836164 0.296004
H: 5.688419 -2.782366 -0.101056
H: -2.911561 0.050804 -5.994526
H: 6.006029 -7.620766 2.778954
H: 1.281999 -1.426796 1.872114
H: -6.141281 3.728744 -3.872836
H: -0.082681 6.376354 2.574824
H: -2.928311 0.803954 1.066824
H: -4.569921 5.309564 1.628164
H: 3.128989 2.731264 -0.661446
H: 4.139629 -1.080406 -1.571406
H: 1.866499 3.599244 -1.351006
H: -2.135491 4.518164 -0.449606
H: 2.876689 -2.053776 -0.720576
H: 3.848679 -2.687796 -3.096796
H: 0.019819 -2.490436 1.205404
H: 6.061469 -8.052726 1.246624
H: 0.054319 -8.689096 4.784954
H: -2.240521 -0.304846 -7.610766

Cartesian forces (eV/Å) of the 6 atoms listed first:
P -1.073 -0.633 2.455
P 0.520 1.065 0.605
P -2.606 -2.048 -2.437
P -0.265 -2.191 0.383
P -2.423 0.324 0.625
P 0.142 2.500 -2.669

Values from the calculation:
- 2S+1 = 2
- electronic energy (eV) = -127561.7843
- net charge = +1

(2)
C21H62O10 as an isolated structure, computed with ωB97M-V with the def2-TZVPD basis set.

Positions of all 93 atoms, in Å:
O: 2.354970 -4.144711 2.223049
O: 1.274105 -1.016535 -3.922740
O: -2.202872 1.576812 0.548792
O: -1.734303 1.080739 -4.692844
O: 0.918871 -1.023755 3.125229
O: -0.799287 -1.056708 1.521122
O: -0.649451 1.276118 2.397248
O: -2.621732 -2.195299 1.142261
O: 0.820575 2.722689 -3.465109
O: 4.513910 -1.388984 1.298013
C: 2.569206 -0.566366 -0.056341
C: 3.240257 -0.684549 1.323837
C: -3.102145 2.276402 -0.303308
C: 1.464646 -2.218768 3.656256
C: 3.357749 0.605322 2.149057
C: 2.288173 -1.780727 4.880503
C: -0.859250 3.660556 2.677016
C: 1.295225 2.556391 1.573930
C: 1.441638 0.897609 -2.183355
C: -0.610675 -0.089763 0.498797
C: -0.022266 -1.475510 -3.577050
C: 0.569789 -3.263999 1.179560
C: -1.855514 1.563473 -3.406354
C: -0.535163 -1.049849 -0.767263
C: 0.658122 2.137511 -2.171208
C: -4.463052 2.573054 0.282621
C: -0.352262 -2.766088 -4.416836
C: 0.976114 -4.361556 2.132417
C: -3.093226 2.432854 -3.383532
C: -1.858896 0.491447 -2.350631
C: 0.178667 2.421564 2.623286
H: -3.288208 2.955473 -4.319990
H: 0.352121 0.421246 0.494956
H: 0.721913 -2.217833 1.445053
H: 4.326912 -2.322286 1.173186
H: -4.998873 1.699972 0.655062
H: -0.204419 -1.601035 -2.509728
H: -1.713624 -1.958005 0.954502
H: -1.470981 -1.484120 -1.119078
H: 2.053311 1.791174 1.740793
H: -2.749873 -0.132414 -2.279411
H: -0.652716 -0.706355 -4.023201
H: -2.679687 3.265816 -0.478441
H: -1.492678 3.677011 1.790107
H: 1.801000 3.508802 1.732722
H: 2.436612 1.183930 2.218463
H: 0.564130 2.189879 -4.221380
H: -5.190633 3.008538 -0.402270
H: 3.011520 -1.030101 4.562022
H: -0.404952 1.953541 -2.015823
H: 1.486110 -0.632318 -0.159554
H: 0.938167 -3.405443 0.163485
H: 0.735403 -5.329749 1.693349
H: -3.080621 -2.063664 0.312601
H: 1.569733 -1.429896 5.621365
H: -3.057354 3.279882 -2.698419
H: 4.158829 1.277594 1.841769
H: -3.998848 1.887181 -3.118616
H: 0.486643 -4.394258 3.105780
H: -1.151569 -0.267253 -2.685551
H: -1.302188 -3.195715 -4.098784
H: -1.112372 1.349944 1.559491
H: 3.696429 0.388127 3.162082
H: -4.375106 3.332586 1.059458
H: 2.996321 -1.319727 -0.718250
H: 2.604571 -4.766902 2.910195
H: 2.575934 -1.353199 1.871276
H: 0.243886 -1.796526 -0.613475
H: 1.509760 0.385120 -1.223769
H: -1.469782 0.575636 0.413383
H: 0.333333 -3.568809 -4.145325
H: -2.563055 0.697396 0.684774
H: -0.316720 -2.565690 -5.487664
H: -1.540113 0.834450 -1.366344
H: -1.422067 3.641332 3.610264
H: -0.322738 4.606602 2.604530
H: 0.727793 -2.979824 3.913037
H: -0.518854 -3.293379 1.133873
H: 2.889924 0.416283 -0.402219
H: 1.991362 -2.491707 2.741825
H: 2.500015 1.127845 -2.305539
H: -3.250046 1.757625 -1.250466
H: 1.133955 0.204477 -2.966302
H: -0.174951 -0.523228 -1.651014
H: 0.944465 2.829206 -1.378964
H: 0.019372 -1.123294 2.018066
H: 0.996879 2.539729 0.525675
H: 0.730889 2.457653 3.562347
H: -2.560072 1.294948 -5.133115
H: 1.262772 -0.523389 -4.746306
H: 2.908522 -2.591788 5.261890
H: -0.961499 2.159603 -3.223379
H: 0.154089 -0.820072 3.668572

Cartesian forces (eV/Å) of the 6 atoms listed first:
O 1.338 -2.463 0.485
O 1.303 -1.986 -0.416
O -5.754 4.746 -0.767
O 0.189 -1.262 -1.858
O -0.713 0.695 1.875
O 0.414 2.737 0.078

Values from the calculation:
- 2S+1 = 1
- ΔE to the lowest compared entry with this formula, charge and spin (eV) = 17.932